[1]
{"formula": "C19H45AlCl2N9O17S2", "method": "wB97M-V/def2-TZVPD", "symbols": ["C", "C", "Cl", "C", "Cl", "Al", "C", "C", "C", "S", "C", "S", "N", "C", "C", "O", "C", "C", "H", "H", "H", "H", "H", "H", "H", "H", "H", "H", "H", "H", "H", "H", "H", "H", "H", "H", "H", "H", "H", "C", "N", "O", "O", "H", "H", "H", "C", "N", "O", "O", "H", "H", "H", "C", "N", "O", "O", "H", "H", "H", "C", "N", "O", "O", "H", "H", "H", "C", "N", "O", "O", "H", "H", "H", "C", "N", "O", "O", "H", "H", "H", "C", "N", "O", "O", "H", "H", "H", "C", "N", "O", "O", "H", "H", "H"], "coordinates": [[4.692, -2.352, -1.706], [4.497, -2.388, -0.052], [3.145, -3.677, 0.238], [3.858, -0.969, 0.519], [2.091, -0.925, -0.043], [4.984, 0.657, -0.033], [4.383, 2.442, 0.784], [3.744, 3.376, -0.442], [2.315, 2.802, -1.017], [0.836, 3.185, 0.098], [-0.656, 2.523, -0.872], [-0.962, 3.346, -2.368], [-1.553, 1.391, -0.423], [-1.201, 0.866, 0.951], [-1.988, -0.560, 1.335], [-3.037, -0.922, 0.369], [-2.446, -1.049, -0.999], [-1.615, 0.296, -1.471], [4.766, -3.483, -2.046], [3.743, -1.904, -2.261], [5.703, -1.833, -2.026], [5.501, -2.672, 0.486], [3.862, -1.031, 1.687], [5.126, 0.846, -1.609], [6.471, 0.375, 0.524], [3.675, 2.355, 1.714], [5.370, 3.020, 1.123], [4.512, 3.369, -1.340], [3.678, 4.486, -0.056], [2.097, 3.337, -2.052], [2.340, 1.633, -1.255], [-0.048, 0.600, 1.040], [-1.400, 1.654, 1.823], [-1.203, -1.457, 1.346], [-2.421, -0.468, 2.420], [-3.355, -1.227, -1.721], [-1.701, -1.951, -1.079], [-2.195, 0.724, -2.417], [-0.502, 0.052, -1.811], [-2.158, 3.162, -5.864], [-2.604, 2.674, -7.196], [-2.005, 3.106, -8.188], [-3.543, 1.869, -7.209], [-1.329, 3.860, -6.003], [-3.007, 3.662, -5.394], [-1.837, 2.294, -5.285], [-1.640, -4.371, 3.067], [-0.966, -3.613, 4.155], [-1.288, -3.884, 5.317], [-0.132, -2.767, 3.811], [-2.344, -5.077, 3.512], [-2.165, -3.649, 2.438], [-0.867, -4.900, 2.505], [3.449, 6.376, 3.532], [2.782, 5.855, 2.308], [2.073, 6.642, 1.671], [2.989, 4.669, 2.023], [3.180, 7.427, 3.660], [3.098, 5.782, 4.378], [4.527, 6.269, 3.390], [-0.860, -6.330, -1.393], [-1.277, -6.336, 0.035], [-1.580, -5.249, 0.541], [-1.290, -7.432, 0.608], [-0.896, -5.305, -1.767], [0.158, -6.723, -1.440], [-1.557, -6.965, -1.943], [6.040, -1.463, -6.336], [5.623, -1.469, -4.908], [5.320, -0.382, -4.402], [5.610, -2.565, -4.335], [6.004, -0.437, -6.710], [7.058, -1.855, -6.384], [5.343, -2.098, -6.886], [-6.340, 4.455, -5.436], [-5.208, 5.261, -4.906], [-4.454, 5.789, -5.731], [-5.108, 5.341, -3.676], [-6.305, 4.471, -6.528], [-6.222, 3.436, -5.062], [-7.265, 4.907, -5.074], [-3.273, -3.615, 7.716], [-4.619, -4.213, 7.928], [-4.682, -5.444, 8.034], [-5.575, -3.430, 7.983], [-2.531, -4.416, 7.689], [-3.297, -3.079, 6.765], [-3.079, -2.937, 8.550], [-4.269, 0.200, 5.340], [-3.352, -0.830, 5.898], [-3.405, -1.035, 7.116], [-2.605, -1.404, 5.097], [-4.864, 0.621, 6.153], [-3.652, 0.972, 4.873], [-4.911, -0.292, 4.607]], "mulliken_charge": [-0.718, -0.189, -0.248, -0.385, -0.130, 0.312, -0.353, -0.684, -0.286, 0.044, -0.198, -0.199, -0.014, -0.379, 0.373, -0.461, -0.209, -0.196, 0.314, 0.123, 0.204, 0.358, 0.269, -0.294, -0.409, 0.201, 0.167, 0.342, 0.196, 0.381, 0.054, 0.222, 0.245, 0.042, -0.167, 0.324, 0.029, 0.089, 0.247, -0.477, 0.891, -0.528, -0.538, 0.315, 0.050, 0.271, -0.697, 0.949, -0.538, -0.510, 0.301, 0.189, 0.354, -0.794, 0.759, -0.517, -0.317, 0.294, 0.290, 0.294, -0.683, 0.860, -0.490, -0.540, 0.244, 0.290, 0.285, -0.765, 0.769, -0.430, -0.462, 0.317, 0.280, 0.280, -0.718, 0.822, -0.483, -0.496, 0.302, 0.295, 0.284, -0.251, 0.884, -0.548, -0.546, 0.329, -0.084, 0.250, -0.818, 0.855, -0.526, -0.473, 0.329, 0.282, 0.294], "fmax_ev_per_a": 3.13, "charge": -1, "lumo_ev": 1.29, "relative_energy_kj_mol": 482.7, "gap_ev": 6.52}

***

[2]
{"formula": "C19H45BrInN2O3Si2", "method": "wB97M-V/def2-TZVPD", "symbols": ["C", "C", "O", "N", "C", "C", "C", "C", "In", "C", "C", "C", "C", "C", "N", "C", "C", "O", "Br", "H", "H", "H", "H", "H", "H", "H", "H", "H", "H", "H", "H", "H", "H", "H", "H", "H", "H", "H", "H", "H", "H", "H", "H", "H", "H", "H", "O", "Si", "C", "C", "C", "Si", "C", "C", "C", "H", "H", "H", "H", "H", "H", "H", "H", "H", "H", "H", "H", "H", "H", "H", "H", "H", "H"], "coordinates": [[-5.555, 0.876, 1.458], [-4.849, -0.173, 2.548], [-5.479, -0.490, 3.697], [-3.473, -0.702, 2.209], [-3.423, -1.366, 0.850], [-1.834, -1.812, 0.581], [-1.554, -2.224, -0.981], [-1.447, -0.965, -2.025], [-1.574, 1.089, -1.081], [-3.448, 2.147, -1.914], [-4.022, 1.191, -3.118], [-5.506, 1.639, -3.689], [-6.722, 0.605, -3.239], [-7.691, 1.354, -2.125], [-8.213, 0.406, -1.045], [0.204, 2.421, -1.668], [1.088, 1.761, -2.910], [0.549, 1.761, -4.155], [2.926, 0.945, -2.586], [-4.689, 1.537, 0.995], [-6.086, 0.228, 0.631], [-6.315, 1.531, 2.062], [-2.764, 0.056, 2.321], [-3.817, -0.712, -0.039], [-4.058, -2.363, 0.867], [-1.695, -2.808, 1.223], [-1.066, -1.037, 1.030], [-0.581, -2.895, -1.134], [-2.481, -2.881, -1.346], [-2.318, -1.035, -2.818], [-0.436, -1.067, -2.632], [-1.734, 1.097, 0.707], [-3.095, 3.216, -2.307], [-4.242, 2.382, -1.065], [-4.170, 0.103, -2.651], [-3.218, 1.199, -3.976], [-5.422, 1.608, -4.874], [-5.786, 2.711, -3.278], [-7.316, 0.249, -4.189], [-6.316, -0.383, -2.716], [-7.011, 2.141, -1.560], [-8.648, 1.835, -2.622], [-9.166, 0.119, -1.403], [-7.598, -0.429, -0.928], [0.831, 2.556, -0.685], [-0.211, 3.481, -2.022], [6.782, -0.047, 1.969], [7.014, -1.100, 3.258], [7.538, -2.795, 2.628], [5.418, -1.289, 4.237], [8.344, -0.485, 4.433], [5.817, 0.062, 0.598], [6.177, 1.621, -0.388], [3.999, 0.087, 1.078], [6.120, -1.413, -0.528], [6.733, -3.259, 2.051], [7.784, -3.456, 3.462], [8.419, -2.708, 1.984], [5.043, -0.312, 4.550], [5.582, -1.900, 5.129], [4.648, -1.776, 3.630], [8.074, 0.488, 4.853], [9.305, -0.387, 3.918], [8.472, -1.189, 5.261], [5.986, 2.517, 0.217], [5.533, 1.667, -1.271], [7.217, 1.645, -0.719], [3.707, -0.863, 1.534], [3.369, 0.251, 0.199], [3.804, 0.888, 1.797], [5.796, -2.341, -0.047], [7.185, -1.503, -0.767], [5.565, -1.305, -1.465]], "mulliken_charge": [-0.140, 0.240, -0.575, -0.353, 0.028, -0.655, -0.344, -0.816, 0.959, -0.706, -0.038, -0.717, -0.326, -0.440, -0.610, -0.730, 0.433, -0.563, -0.281, 0.087, -0.086, 0.328, 0.316, -0.122, 0.308, 0.367, 0.155, 0.238, 0.191, 0.128, 0.378, -0.554, 0.303, -0.006, -0.163, 0.253, 0.280, 0.317, 0.265, 0.178, 0.191, 0.302, 0.258, 0.199, 0.276, 0.205, -0.465, 0.472, -1.004, -0.997, -1.032, 0.508, -0.881, -0.547, -0.927, 0.288, 0.378, 0.272, 0.276, 0.374, 0.291, 0.279, 0.278, 0.297, 0.261, 0.203, 0.279, 0.236, 0.040, 0.264, 0.278, 0.254, 0.363], "fmax_ev_per_a": 9.01, "charge": -1, "lumo_ev": 2.21, "gap_ev": 7.31}